1.
# C5H7NO

A 2-piece molecular cluster, C5H7NO overall (ωB97M-V/def2-TZVPD, OMol25).

Last column: Löwdin charge in e.
Positions of all 14 atoms, in Å:
O  -2.19088  0.59098  -2.58984  0.112
C  -1.39252  0.26519  -1.75659  -0.422
C  -1.43029  0.28532  -0.26461  -0.043
C  -0.48155  -0.57143  0.16402  -0.032
C  0.40619  -0.78872  -0.90762  -0.106
N  -0.23355  -0.58838  -2.06071  0.107
H  -2.33809  0.59579  0.24001  0.101
H  1.48084  -0.95551  -0.86053  0.126
H  0.11147  -0.73207  -2.99943  0.155
C  1.21797  0.38111  2.21354  -0.066
H  1.81384  1.07898  2.80450  0.021
H  1.64601  -0.62403  2.25510  0.027
H  0.19327  0.33798  2.58592  0.020
H  1.19729  0.72479  1.17624  -0.001

**Structure (SMILES)**: O=C1C=C=CN1.C
**Energy relative to the best compared isomer or geometry (same formula, charge and spin)**: 89.33 kcal per mole
**HOMO-LUMO gap (alpha / beta)**: 7.229 / 7.920 eV
**Highest occupied orbital energy (alpha / beta)**: -8.23 / -8.98 eV
**DFT total energy**: -8832.32917 eV

=====

2.
# C35H34As2BrINO2V

C35H34As2BrINO2V as an isolated structure (ωB97M-V/def2-TZVPD, OMol25).

Last column: Löwdin charge in e.
Positions of all 77 atoms, in Å:
V  -0.20594  -0.32500  1.08818  0.256
N  -0.62759  0.92151  2.96976  -0.025
C  -1.98632  0.73197  3.55177  -0.190
C  -2.29878  -0.76963  3.63806  -0.070
C  -1.77253  -1.29637  2.33785  -0.661
O  -2.26949  -0.85389  1.26059  -0.086
O  -0.63702  -1.90361  2.30992  -0.107
H  0.06738  0.56327  3.62422  0.085
H  -0.41749  1.91042  2.87452  0.080
H  -2.69379  1.20150  2.87157  0.121
H  -2.06952  1.20376  4.53122  0.124
H  -3.37383  -0.91618  3.72433  0.133
H  -1.78881  -1.24758  4.47275  0.127
C  1.60466  1.19102  -1.68334  -0.428
C  0.64688  0.38040  -2.55443  -0.385
As  -0.43854  -0.84230  -1.45996  1.280
C  -2.17457  -0.69693  -2.30989  -0.353
C  -3.18637  0.02710  -1.69395  -0.116
C  -4.41058  0.18328  -2.32921  -0.069
C  -4.62585  -0.38505  -3.57586  -0.073
C  -3.61914  -1.11983  -4.18775  -0.071
C  -2.39555  -1.27753  -3.55538  -0.092
C  0.11184  -2.62766  -1.96630  -0.377
C  -0.15701  -3.63713  -1.04297  -0.122
C  0.15812  -4.95516  -1.34097  -0.077
C  0.75435  -5.26934  -2.55396  -0.069
C  1.02759  -4.26700  -3.47320  -0.069
C  0.70376  -2.94834  -3.18382  -0.111
As  0.62350  1.88134  -0.14311  1.174
C  -0.50874  3.21600  -0.95664  -0.384
C  0.03111  4.22227  -1.75426  -0.096
C  -0.80573  5.15738  -2.34089  -0.067
C  -2.17848  5.09398  -2.12855  -0.068
C  -2.71601  4.09854  -1.32871  -0.068
C  -1.87903  3.15756  -0.74144  -0.118
C  1.93168  2.97971  0.76935  -0.414
C  3.30131  2.80075  0.61002  -0.151
C  4.19405  3.55818  1.36023  -0.069
C  3.72317  4.49292  2.26833  -0.068
C  2.35533  4.68154  2.42471  -0.069
C  1.46369  3.92724  1.67915  -0.121
H  2.06838  2.00616  -2.24100  0.080
H  2.39870  0.55232  -1.29027  0.045
H  1.18954  -0.17546  -3.31689  0.063
H  -0.06319  1.03552  -3.06151  0.077
H  -3.03226  0.43877  -0.70727  0.066
H  -5.20151  0.74053  -1.84409  0.108
H  -5.58203  -0.26461  -4.06760  0.108
H  -3.78888  -1.57412  -5.15490  0.109
H  -1.61927  -1.86474  -4.03152  0.095
H  -0.62001  -3.39632  -0.09106  0.095
H  -0.06854  -5.73687  -0.62751  0.109
H  1.00172  -6.29677  -2.78594  0.110
H  1.48648  -4.51209  -4.42189  0.110
H  0.91118  -2.18313  -3.92083  0.094
H  1.10258  4.28500  -1.90782  0.107
H  -0.38910  5.93951  -2.96159  0.110
H  -2.82858  5.82640  -2.58836  0.110
H  -3.78427  4.05099  -1.16322  0.109
H  -2.29335  2.37065  -0.12368  0.077
H  3.68675  2.08170  -0.10303  0.087
H  5.25878  3.41833  1.22779  0.112
H  4.42036  5.08228  2.84845  0.111
H  1.98601  5.42265  3.12130  0.110
H  0.39640  4.10190  1.78144  0.102
Br  3.05304  -1.42353  5.16100  0.743
C  2.73373  -2.75043  3.85705  -0.732
C  2.70927  -4.07861  4.26075  -0.116
C  2.45643  -5.07796  3.33595  -0.057
C  2.22460  -4.76015  2.00631  -0.060
C  2.24888  -3.43729  1.59711  -0.149
C  2.50583  -2.44037  2.52585  -0.677
I  2.53656  -0.46839  1.82498  1.192
H  2.88722  -4.31958  5.29933  0.107
H  2.44143  -6.10961  3.66025  0.115
H  2.02974  -5.53833  1.28140  0.107
H  2.07562  -3.18747  0.55912  0.086

**Spin multiplicity**: 2
**⟨S²⟩**: 0.757
**Charge**: +1
**Energy relative to the best compared isomer or geometry (same formula, charge and spin)**: 0.00 kcal per mole
**HOMO-LUMO gap (alpha / beta)**: 8.061 / 7.518 eV
**Highest occupied orbital energy (alpha / beta)**: -10.41 / -9.79 eV
**DFT total energy**: -267935.18622 eV

=====

3.
# C19H24N2O3S

One molecule with the formula C19H24N2O3S (ωB97M-V/def2-TZVPD, OMol25).

Last column: Löwdin charge in e.
Positions of all 49 atoms, in Å:
C  -2.51635  2.64441  1.56167  -0.010
C  -2.81536  1.20044  1.13731  -0.560
C  -3.96979  0.64054  1.96925  -0.011
C  -1.56142  0.32176  1.32605  -0.045
C  -0.56350  0.57020  0.23588  -0.123
C  -0.92392  1.19776  -0.91157  -0.170
C  0.05843  1.39485  -1.94470  -0.798
S  -0.33044  1.88488  -3.47213  0.660
N  1.35741  1.15309  -1.62140  0.129
C  1.67259  0.57677  -0.51767  -0.241
C  3.10850  0.38939  -0.25261  -0.166
C  3.66878  0.75124  0.97075  -0.044
C  5.02991  0.61916  1.17451  -0.076
C  5.84078  0.12601  0.16515  -0.080
C  5.29046  -0.21646  -1.05912  -0.069
C  3.93143  -0.07864  -1.27218  -0.015
N  0.75177  0.16355  0.41948  0.051
C  1.02879  -0.99715  1.24130  -0.089
C  0.73299  -2.27607  0.42805  -0.160
O  -0.58963  -2.25044  -0.05246  -0.143
C  -0.73516  -2.30269  -1.45771  -0.176
C  -2.20059  -2.07510  -1.81119  -0.225
O  -2.90770  -3.27806  -1.61462  -0.051
C  -2.33627  1.63632  -1.14750  -0.190
O  -3.25053  1.12154  -0.21280  -0.083
H  -3.33758  3.29114  1.26222  0.096
H  -1.59849  3.00900  1.10603  0.087
H  -2.41010  2.69575  2.64218  0.089
H  -3.68794  0.57301  3.01625  0.088
H  -4.83698  1.28733  1.87280  0.089
H  -4.23777  -0.34742  1.60518  0.088
H  -1.85519  -0.73105  1.30373  0.130
H  -1.11899  0.54230  2.30045  0.136
H  3.04311  1.16399  1.74994  0.120
H  5.45987  0.90787  2.12211  0.105
H  6.90251  0.02071  0.33018  0.104
H  5.92322  -0.58573  -1.85192  0.106
H  3.49092  -0.32398  -2.22576  0.118
H  2.07690  -1.00167  1.53954  0.118
H  0.39950  -0.97631  2.12943  0.123
H  0.86193  -3.14845  1.08049  0.132
H  1.44859  -2.34872  -0.39927  0.129
H  -0.12427  -1.52612  -1.93939  0.122
H  -0.42774  -3.28648  -1.83533  0.135
H  -2.25821  -1.76030  -2.86275  0.129
H  -2.60205  -1.27510  -1.17833  0.112
H  -3.84707  -3.11086  -1.74244  0.089
H  -2.37128  2.73709  -1.17960  0.134
H  -2.66409  1.27668  -2.12749  0.106

**Structure (SMILES)**: CC1(C)Cc2c(c(=S)nc(-c3ccccc3)n2CCOCCO)CO1
**Energy relative to the best compared isomer or geometry (same formula, charge and spin)**: 33.56 kcal per mole
**HOMO-LUMO gap**: 7.795 eV
**Highest occupied orbital energy**: -7.82 eV
**DFT total energy**: -40050.00830 eV

=====

4.
# C2H4BrN2

An isolated ion of composition C2H4BrN2 and charge +1 at a distorted geometry (ωB97M-V/def2-TZVPD, OMol25).

Last column: Löwdin charge in e.
Positions of all 9 atoms, in Å:
C  -0.14712  0.63297  0.32990  -0.070
N  0.80398  -0.34466  0.78543  -0.003
N  1.30093  -1.49827  -0.07871  0.222
C  2.11989  -0.50594  0.06812  -0.694
Br  3.71086  0.14098  -0.26597  1.104
H  -0.31707  0.54390  -0.69841  0.071
H  -1.13662  0.34576  0.85383  0.130
H  -0.15265  1.62026  0.83798  0.122
H  1.01905  -2.22209  -0.58989  0.118

**Charge**: +1
**Structure (SMILES)**: CN1[NH+]=C1Br
**Energy relative to the best compared isomer or geometry (same formula, charge and spin)**: 100.21 kcal per mole
**HOMO-LUMO gap**: 9.513 eV
**Highest occupied orbital energy**: -15.24 eV
**DFT total energy**: -75149.08725 eV

=====

5.
# C9H10FN3O2

One molecule with the formula C9H10FN3O2 at a distorted geometry (ωB97M-V/def2-TZVPD, OMol25).

Last column: Löwdin charge in e.
Positions of all 25 atoms, in Å:
H  1.50446  3.25574  0.52049  0.036
N  1.48012  2.30237  0.36370  0.135
C  0.35124  1.72026  0.60876  -0.157
N  0.19816  0.38480  0.32266  0.065
C  -1.04901  -0.01944  -0.05092  -0.230
C  -1.33880  -1.30414  -0.56632  -0.005
C  -2.57822  -1.66763  -0.97967  -0.047
C  -3.56284  -0.67453  -0.78601  -0.067
C  -3.23429  0.66362  -0.40469  -0.124
N  -2.02160  0.91479  0.04624  0.098
C  1.41357  -0.48032  0.31673  -0.366
C  2.28821  -0.43136  1.65517  0.046
F  0.92812  -1.72610  0.37463  0.047
C  2.28538  -0.41125  -0.95474  -0.491
O  2.30407  -1.37608  -1.64672  0.161
O  3.08355  0.59753  -1.08892  0.178
H  -0.41099  2.24409  1.01794  0.094
H  -0.56557  -1.81539  -0.91813  0.067
H  -2.85783  -2.64838  -1.26919  0.104
H  -4.47805  -0.84174  -1.38281  0.098
H  -3.99442  1.41334  -0.44909  0.096
H  1.67668  -0.70563  2.48851  0.080
H  2.99820  -1.22470  1.62846  0.080
H  2.84446  0.50898  1.80020  0.085
H  2.73540  1.32118  -0.64628  0.017

**Structure (SMILES)**: [H]/N=C/N(c1ccccn1)[C@@](C)(F)C(=O)O
**Energy relative to the best compared isomer or geometry (same formula, charge and spin)**: 0.00 kcal per mole
**HOMO-LUMO gap**: 9.144 eV
**Highest occupied orbital energy**: -8.54 eV
**DFT total energy**: -20776.57971 eV

=====

6.
# C16H29NO6S3

A 4-piece molecular cluster, C16H29NO6S3 overall at a distorted geometry (ωB97M-V/def2-TZVPD, OMol25).

Last column: Löwdin charge in e.
Positions of all 55 atoms, in Å:
O  2.09356  -5.34515  5.70727  -0.314
S  1.71431  -4.36125  4.74348  0.653
O  2.03507  -2.97513  4.96699  -0.320
C  2.32448  -4.85834  3.11899  -0.227
C  1.20212  -4.53849  2.16997  -0.224
C  -0.09320  -4.92195  2.89256  -0.228
C  -0.02984  -4.41768  4.30844  -0.229
H  2.54811  -5.92144  3.20192  0.108
H  3.26463  -4.30717  3.07674  0.102
H  1.15800  -3.47234  1.93642  0.103
H  1.25165  -5.10995  1.24447  0.119
H  -0.23717  -6.00692  2.85532  0.120
H  -0.97741  -4.54652  2.37411  0.114
H  -0.53724  -4.98473  5.08932  0.106
H  -0.40010  -3.39850  4.41572  0.104
O  0.23280  2.57117  -2.20788  -0.334
S  0.40913  3.69788  -3.10612  0.670
O  1.42628  3.71051  -4.12141  -0.307
C  -1.17968  4.16047  -3.74767  -0.249
C  -1.95299  4.71956  -2.59328  -0.202
C  -0.93808  5.27981  -1.53724  -0.193
C  0.47869  5.15960  -2.09089  -0.231
H  -1.57197  3.39388  -4.41597  0.107
H  -0.93604  4.91910  -4.50660  0.114
H  -2.68443  5.48746  -2.85340  0.117
H  -2.60626  3.97984  -2.13126  0.086
H  -1.04543  4.65393  -0.65104  0.103
H  -1.12876  6.30867  -1.24179  0.111
H  1.24320  5.06310  -1.32499  0.111
H  0.69979  5.97020  -2.78480  0.109
O  -4.50914  0.48431  -1.56719  -0.298
S  -3.17813  0.83852  -1.93662  0.643
O  -2.97418  1.66777  -3.09363  -0.317
C  -2.39037  1.52606  -0.47780  -0.212
C  -1.78872  0.32044  0.26430  -0.197
C  -2.15226  -0.98222  -0.45631  -0.217
C  -2.17719  -0.62701  -1.94880  -0.223
H  -3.17073  2.06810  0.04862  0.109
H  -1.60579  2.16617  -0.87903  0.059
H  -0.70741  0.44391  0.34308  0.103
H  -2.11887  0.31073  1.30468  0.115
H  -3.12640  -1.37685  -0.17630  0.112
H  -1.37729  -1.72576  -0.26978  0.099
H  -2.58015  -1.37891  -2.62339  0.112
H  -1.17317  -0.36272  -2.28779  0.107
C  3.90631  -0.16048  0.77178  -0.102
C  3.05213  -1.30420  0.78142  -0.104
C  2.04458  -1.05539  -0.10929  -0.153
N  2.29094  0.15354  -0.71128  0.017
C  3.39736  0.71554  -0.13822  -0.140
H  4.81257  -0.05610  1.34378  0.091
H  3.14614  -2.25335  1.28195  0.076
H  1.15452  -1.61046  -0.35634  0.092
H  1.70160  0.63629  -1.36994  0.117
H  3.76042  1.65244  -0.52533  0.110

**Structure (SMILES)**: O=S1(=O)CCCC1.O=S1(=O)CCCC1.O=S1(=O)CCCC1.c1cc[nH]c1
**Energy relative to the best compared isomer or geometry (same formula, charge and spin)**: 0.00 kcal per mole
**HOMO-LUMO gap**: 8.826 eV
**Highest occupied orbital energy**: -8.42 eV
**DFT total energy**: -63341.67739 eV

=====

7.
# C3H8OSi

One molecule with the formula C3H8OSi at a distorted geometry (ωB97M-V/def2-TZVPD, OMol25).

Last column: Löwdin charge in e.
Positions of all 13 atoms, in Å:
C  -2.46411  0.20018  -0.08738  -0.103
C  -1.04916  -0.32891  -0.04174  -0.291
C  0.03106  0.44802  -0.05871  -0.163
Si  1.99796  -0.46590  0.14188  0.612
O  2.91917  0.77485  -0.50580  -0.276
H  -2.56310  1.22503  0.00903  0.048
H  -3.16844  -0.35359  0.56340  0.084
H  -2.79035  -0.26043  -0.96761  0.049
H  -0.89991  -1.29045  0.42478  0.077
H  -0.14538  1.52391  -0.06085  0.043
H  2.39216  -1.07150  1.46840  -0.065
H  2.12287  -1.67447  -0.79038  -0.048
H  3.61723  1.27326  -0.09502  0.032

**Structure (SMILES)**: C/C=C/[SiH2]O
**Energy relative to the best compared isomer or geometry (same formula, charge and spin)**: 32.27 kcal per mole
**HOMO-LUMO gap**: 10.070 eV
**Highest occupied orbital energy**: -9.34 eV
**DFT total energy**: -13164.62906 eV